The following is a DFT calculation (the ωB97M-V functional and the def2-TZVPD basis) of an isolated ion of composition C2H3N2O2 and charge -1.

## Properties
* frontier orbital gap: 8.04 eV
* M: 87.1 g/mol
* structure (SMILES): O=C([O-])N1CN1
* spin multiplicity: 1
* charge: -1

```
9
Properties=species:S:1:pos:R:3:lowdin_charge:R:1
C 1.43057 0.26508 0.14878 -0.726
C -1.06809 0.34867 -0.09237 -0.252
N -0.53855 -0.94480 -0.37441 -0.018
N 0.08521 -0.06826 0.63850 -0.062
O 2.21398 -0.80762 -0.14037 -0.202
O 1.67998 1.45245 0.09060 -0.040
H -0.65200 0.99927 -0.82577 0.082
H -2.12646 0.49187 0.42419 0.125
H -1.02464 -1.73665 0.13083 0.093
```


The following is a DFT calculation (the ωB97M-V functional and the def2-TZVPD basis) of a 5-piece molecular cluster, C41H83I2N6O5 overall.

## Properties
* frontier orbital gap: 5.86 eV
* M: 994.0 g/mol
* spin multiplicity: 1
* charge: +1

```
137
Properties=species:S:1:pos:R:3:lowdin_charge:R:1
C 9.68000 5.38262 0.86739 -0.109
C 9.24973 5.28883 -0.62036 -0.248
C 9.55447 3.91737 -1.29294 -0.205
C 8.31246 3.01611 -1.50182 -0.199
C 8.26569 1.77985 -0.56672 -0.206
C 7.31222 1.99305 0.61982 -0.206
C 6.98532 0.68817 1.38881 -0.202
C 5.53615 0.63564 1.91897 -0.213
C 4.52474 0.03004 0.93167 -0.202
C 3.95163 1.03576 -0.10050 -0.212
C 2.48254 0.76014 -0.42970 -0.216
C 1.91279 1.70846 -1.51811 -0.192
C 0.66817 1.12567 -2.22266 -0.201
C -0.67644 1.72868 -1.74678 -0.230
C -0.85649 1.65431 -0.21604 -0.226
C -2.11417 2.36433 0.30908 -0.174
C -3.48782 1.71302 0.06763 -0.337
C -3.78337 0.28766 0.67503 -0.666
I -2.49600 -0.21961 2.32873 1.087
C -3.94771 -0.90308 -0.28317 -0.811
C -4.52755 -2.12374 0.50396 -0.202
I -2.16078 -1.58773 -1.25084 1.024
C -3.95566 1.75613 -1.43668 -0.070
C -5.43746 1.71211 -1.26797 0.041
N -5.81077 2.18222 -0.12408 0.178
C -4.58913 2.70855 0.60901 -0.318
C -4.54012 4.19017 0.13100 -0.081
C -5.74151 5.00451 0.61596 -0.220
O -5.65714 6.18390 0.95824 0.069
C -4.83684 2.75890 2.13895 -0.108
C -3.95268 3.74865 2.94410 -0.164
C -3.41715 3.16004 4.27213 -0.198
C -2.02777 3.67798 4.64719 -0.280
N -0.98866 3.21128 3.71808 0.001
H 10.27808 6.28437 1.03185 0.063
H 10.30453 4.52953 1.14805 0.062
H 8.80848 5.39370 1.52607 0.061
H 9.70519 6.08992 -1.20942 0.093
H 8.16956 5.47691 -0.65249 0.090
H 10.30599 3.41452 -0.67425 0.092
H 10.04356 4.13671 -2.24688 0.097
H 8.27277 2.71963 -2.55403 0.100
H 7.42413 3.62784 -1.31419 0.092
H 7.89744 0.92633 -1.15009 0.104
H 9.28266 1.55472 -0.23224 0.107
H 7.77232 2.72451 1.29451 0.111
H 6.37644 2.39992 0.22442 0.089
H 7.22258 -0.19231 0.78289 0.105
H 7.66502 0.65131 2.25124 0.105
H 5.55363 0.03765 2.83922 0.104
H 5.25791 1.65177 2.23155 0.108
H 5.02343 -0.80330 0.43387 0.105
H 3.72163 -0.42784 1.51662 0.098
H 4.54391 0.94378 -1.01983 0.113
H 4.09482 2.04405 0.30396 0.105
H 2.41352 -0.27329 -0.80027 0.112
H 1.89548 0.80571 0.49538 0.107
H 1.66223 2.67285 -1.05942 0.109
H 2.72685 1.85907 -2.23437 0.108
H 0.75143 1.36934 -3.29174 0.108
H 0.64294 0.02936 -2.18363 0.085
H -0.65595 2.79085 -2.02141 0.096
H -1.47249 1.19540 -2.27229 0.046
H -0.71988 0.63945 0.15809 0.024
H -0.01861 2.23159 0.19437 0.111
H -2.03110 3.38122 -0.08390 0.097
H -1.99276 2.46111 1.39607 0.057
H -4.76416 0.36240 1.15770 0.063
H -4.67116 -0.69816 -1.07471 0.056
H -4.94929 -1.77515 1.45358 0.055
H -3.78755 -2.89658 0.68942 0.041
H -5.37664 -2.53046 -0.05742 0.080
H -3.61937 0.95369 -2.09518 0.093
H -3.61338 2.67836 -1.92375 0.150
H -6.09622 1.26697 -2.01206 0.166
H -6.75929 2.20565 0.22848 0.182
H -3.66697 4.74536 0.46367 0.093
H -4.56582 4.29881 -0.96307 0.138
H -6.73064 4.48980 0.64674 0.127
H -5.89122 3.00234 2.33028 0.124
H -4.69408 1.76736 2.58448 0.074
H -4.56774 4.61886 3.19682 0.118
H -3.09762 4.12546 2.38151 0.092
H -4.08157 3.46134 5.09236 0.116
H -3.38076 2.06768 4.24163 0.057
H -1.78262 3.27246 5.63512 0.116
H -2.00669 4.77320 4.73303 0.113
H -0.06720 3.28772 4.12688 0.073
H -0.96382 3.78909 2.88574 0.053
C 3.11811 -4.04297 0.26448 -0.348
O 3.39546 -3.28690 1.17610 0.006
N 1.86775 -4.28944 -0.16383 -0.186
C 1.58882 -5.20186 -1.26006 -0.055
C 0.77281 -3.61550 0.50527 -0.062
H 3.88665 -4.59804 -0.29644 0.136
H 1.08469 -4.66537 -2.07110 0.086
H 0.95828 -6.01475 -0.91504 0.053
H 2.51750 -5.62080 -1.63763 0.086
H 0.89643 -2.53247 0.42308 0.074
H 0.76924 -3.87619 1.56471 0.096
H -0.17239 -3.91070 0.05537 0.051
C 1.02878 -9.18561 -0.88749 -0.340
O 1.51298 -8.14002 -0.49140 -0.002
N -0.28260 -9.47977 -0.88894 -0.189
C -0.78046 -10.75364 -1.36768 -0.054
C -1.23700 -8.49790 -0.39597 -0.034
H 1.65342 -10.00245 -1.28513 0.134
H -1.46347 -10.59934 -2.20600 0.088
H -1.31383 -11.27163 -0.56844 0.092
H 0.04701 -11.37698 -1.69989 0.082
H -1.16335 -7.58347 -0.98989 0.088
H -1.01822 -8.25145 0.64245 0.101
H -2.23728 -8.89914 -0.46294 0.050
C -1.57740 6.08046 -1.07377 -0.351
O -0.93281 5.08106 -1.34834 0.004
N -1.59879 7.20861 -1.79219 -0.187
C -2.39951 8.35696 -1.40421 -0.042
C -0.78744 7.28077 -2.99993 -0.027
H -2.21661 6.12704 -0.17455 0.122
H -3.11766 8.59462 -2.19037 0.093
H -1.75658 9.22228 -1.23942 0.095
H -2.94175 8.14178 -0.48539 0.084
H -1.08934 6.50189 -3.70018 0.094
H 0.26282 7.12781 -2.75335 0.097
H -0.91379 8.25508 -3.46324 0.090
C -4.91284 -8.51838 0.13553 -0.355
O -4.05446 -8.94750 0.88321 0.002
N -5.86423 -9.27086 -0.44598 -0.197
C -6.86314 -8.70723 -1.33196 -0.058
C -5.88485 -10.69929 -0.16939 -0.033
H -4.97999 -7.44990 -0.13396 0.133
H -7.86334 -8.88311 -0.93180 0.091
H -6.79292 -9.16625 -2.31980 0.091
H -6.70844 -7.63475 -1.43178 0.080
H -6.00833 -10.87117 0.89975 0.095
H -4.94397 -11.15435 -0.47952 0.090
H -6.70666 -11.16179 -0.70938 0.087
```


The following is a DFT calculation (the ωB97M-V functional and the def2-TZVPD basis) of C33H50BN7O2PbS3 as an isolated structure.

## Properties
* frontier orbital gap: 5.49 eV
* M: 891.0 g/mol
* spin multiplicity: 1

```
97
Properties=species:S:1:pos:R:3:lowdin_charge:R:1
Pb 0.05151 -0.01547 -0.11525 0.760
C 2.99538 -0.05111 4.49044 -0.059
C 1.63877 0.57129 4.28056 -0.245
C 0.96794 1.09525 5.33155 0.049
C -0.28980 1.73050 5.15454 -0.202
N -0.82228 1.81653 3.95823 0.183
N -0.22279 1.28463 2.87076 0.047
B -1.02081 1.30233 1.51437 -0.405
N -1.39864 2.59113 0.73535 0.006
N -1.80512 3.58165 1.57156 0.156
C -2.30517 4.70760 1.14605 -0.220
C -2.40415 4.95241 -0.24137 0.032
C -1.99045 4.02471 -1.12985 -0.267
C -2.10907 4.32367 -2.59507 -0.079
C -1.47293 2.77688 -0.64926 -0.632
S -0.97591 1.68854 -1.75160 0.817
C -2.83648 5.73068 2.13127 -0.554
C -4.34277 5.92669 1.89825 -0.042
C -2.63871 5.25323 3.56110 -0.083
C -2.10721 7.07054 1.95673 -0.043
N -1.87397 -0.20310 1.01393 -0.117
N -2.75050 -0.26110 1.99420 0.115
C -3.74826 -1.09182 2.18580 -0.239
C -3.96748 -2.11829 1.27625 0.015
C -3.15436 -2.26882 0.18209 -0.303
C -3.50845 -3.42854 -0.71857 -0.103
C -2.06812 -1.37246 -0.08003 -0.615
S -1.27710 -1.80882 -1.47669 0.804
C -4.67177 -0.87302 3.37612 -0.543
C -6.09360 -0.58172 2.87315 -0.044
C -4.20408 0.32312 4.20992 -0.073
C -4.68716 -2.11519 4.27727 -0.039
C 1.03147 0.63427 2.99897 -0.523
S 1.78032 0.00626 1.71661 0.928
C -1.01734 2.26320 6.38010 -0.544
C -2.31537 2.96801 6.00532 -0.051
C -0.13229 3.27392 7.12553 -0.041
C -1.35812 1.08812 7.31089 -0.038
H 3.29812 -0.00715 5.54063 0.097
H 3.00230 -1.08563 4.18567 0.029
H 3.74101 0.49001 3.89752 0.097
H 1.40502 1.03122 6.32012 0.121
H -2.82278 5.88513 -0.59795 0.118
H -2.53398 5.31520 -2.77109 0.079
H -1.12232 4.28884 -3.06735 0.083
H -2.75960 3.58739 -3.07724 0.081
H -4.87664 4.97815 2.02352 0.092
H -4.75246 6.64700 2.61398 0.088
H -4.55164 6.30269 0.89101 0.079
H -3.16420 4.30934 3.71886 0.073
H -1.57420 5.10828 3.76919 0.084
H -3.03349 5.98707 4.27332 0.095
H -2.25542 7.48138 0.95239 0.078
H -2.48702 7.80613 2.67351 0.087
H -1.03208 6.94695 2.12345 0.093
H -4.79539 -2.79819 1.43653 0.118
H -4.37276 -3.99144 -0.35540 0.077
H -3.75747 -3.07041 -1.72276 0.075
H -2.67074 -4.13115 -0.78562 0.073
H -6.09819 0.30675 2.23265 0.093
H -6.49711 -1.41966 2.29445 0.079
H -6.77138 -0.40126 3.71473 0.086
H -4.19164 1.23790 3.60912 0.085
H -4.87400 0.48437 5.06273 0.091
H -3.19327 0.14844 4.59353 0.061
H -5.05572 -2.99675 3.74112 0.083
H -3.67967 -2.33229 4.64716 0.064
H -5.34488 -1.95406 5.13855 0.089
H -2.09508 3.83206 5.38847 0.040
H -2.99178 2.30605 5.46135 0.061
H -2.83339 3.32088 6.90423 0.097
H 0.12287 4.11588 6.47335 0.094
H -0.65644 3.66324 8.00399 0.090
H 0.79961 2.81852 7.47780 0.077
H -1.99915 0.36370 6.79578 0.080
H -0.45592 0.56458 7.64830 0.080
H -1.88932 1.44342 8.19948 0.090
O -0.66748 -1.53344 1.37959 -0.230
C -0.08160 -2.25175 2.25410 -0.353
C -0.89413 -3.18807 3.11186 -0.059
C -0.82259 -2.88629 4.60710 -0.181
C 0.40995 -3.47424 5.27576 -0.202
C 1.71702 -2.85330 4.81246 -0.187
C 2.00534 -3.06318 3.31649 -0.141
N 1.23335 -2.19199 2.41832 -0.012
H -0.59656 -4.21945 2.89875 0.136
H -1.93020 -3.08055 2.78440 0.105
H -1.70233 -3.32214 5.08687 0.103
H -0.86944 -1.80560 4.78523 0.118
H 0.43420 -4.55758 5.11376 0.117
H 0.32416 -3.32834 6.35697 0.113
H 2.52893 -3.31387 5.38469 0.125
H 1.71461 -1.80380 5.05809 0.067
H 1.81313 -4.10561 3.04690 0.127
H 3.05361 -2.84652 3.10214 0.123
H 1.73308 -1.50303 1.71848 -0.071
O 1.48916 -0.04842 -1.38482 -0.766
```


| no. | HOMO energy (eV) |
| --- | --- |
| 1 | -3.84 |
| 2 | -10.12 |
| 3 | -6.11 |